Formula: C4H9F3O2SSi
Source: the OMol25 dataset
Level of theory: wB97M-V/def2-TZVPD

Its energy relative to the best compared isomer or geometry (same formula, charge and spin) is 0.00 kcal per mole. Its largest force on an atom is 3.4 eV Å⁻¹. As for the HOMO energy: -9.834 eV. As for the HOMO-LUMO gap: 0.3824 Eh. Its total energy is -1295.58911 hartree. Its net charge is 0. The lowest unoccupied orbital energy is 0.57 eV.

Last column: Löwdin charge in e.
CARTESIAN COORDINATES (ANGSTROEM)
C  1.592  1.597  0.448  -0.163
C  0.704  -0.293  -1.574  -0.203
C  1.594  -1.506  1.353  -0.126
C  -3.029  -0.450  -0.308  -0.617
O  -1.751  1.928  -0.588  -0.424
O  -0.761  0.214  0.807  -0.487
F  -3.468  -1.283  0.701  0.063
F  -4.143  0.025  -0.931  0.091
F  -2.268  -1.189  -1.140  0.106
Si  0.838  -0.137  0.275  0.480
S  -2.039  1.053  0.500  0.946
H  1.873  2.140  -0.480  0.046
H  0.804  2.274  0.868  0.039
H  2.461  1.526  1.098  0.018
H  0.373  -1.223  -2.104  0.031
H  0.083  0.665  -1.905  0.075
H  1.798  -0.078  -1.996  0.072
H  0.969  -2.280  1.557  -0.009
H  2.540  -1.856  1.067  0.017
H  1.828  -1.126  2.353  0.046

=====

Formula: C2H9N2PS3
Source: the OMol25 dataset
Level of theory: wB97M-V/def2-TZVPD

Its energy relative to the best compared isomer or geometry (same formula, charge and spin) is 30.49 kcal per mole. Its largest force on an atom is 4.4 eV Å⁻¹. As for the HOMO energy (alpha / beta): -8.032 / -8.018 eV. As for the HOMO-LUMO gap (alpha / beta): 0.2806 / 0.2462 Eh. Its total energy is -1726.93521 hartree. Its net charge is 0. The lowest unoccupied orbital energy (alpha / beta) is -0.40 / -1.32 eV.

Last column: Löwdin charge in e.
CARTESIAN COORDINATES (ANGSTROEM)
C  0.085  3.228  -0.487  -0.428
C  2.281  -0.490  0.370  -0.418
N  -1.927  -2.574  0.205  -0.195
N  -2.102  -2.293  -1.080  0.005
P  -0.801  0.295  -0.103  -0.149
S  -1.040  -0.757  1.597  0.172
S  -0.244  2.014  0.902  0.346
S  0.991  -0.403  -1.015  0.352
H  0.737  4.020  -0.012  0.038
H  -0.968  3.614  -0.667  0.040
H  0.646  2.621  -1.217  -0.001
H  2.969  -1.341  0.239  0.035
H  1.805  -0.520  1.313  -0.036
H  2.695  0.514  0.293  0.010
H  -1.034  -3.099  0.501  0.134
H  -2.799  -2.521  0.783  0.112
H  -1.295  -2.306  -1.623  -0.018

=====

Formula: C4H11N2OS
Source: the OMol25 dataset
Level of theory: wB97M-V/def2-TZVPD

Its energy relative to the best compared isomer or geometry (same formula, charge and spin) is 110.06 kcal per mole. Its largest force on an atom is 4.2 eV Å⁻¹. As for the HOMO energy: -12.825 eV. As for the HOMO-LUMO gap: 0.3594 Eh. Its total energy is -741.56093 hartree. Its net charge is +1. The lowest unoccupied orbital energy is -3.05 eV.

Last column: Löwdin charge in e.
CARTESIAN COORDINATES (ANGSTROEM)
C  -0.334  -0.086  -0.250  -0.347
C  1.699  1.559  0.975  -0.156
C  -0.384  -1.806  -0.085  -0.063
C  0.369  1.620  0.333  -0.623
N  0.383  -0.817  -1.153  0.126
N  -1.421  -2.499  -0.672  0.111
O  -1.554  0.268  -0.741  -0.021
S  -0.881  2.339  1.307  0.822
H  2.463  1.004  0.397  0.088
H  1.644  1.371  2.007  0.044
H  2.093  2.647  0.989  0.132
H  0.367  -2.376  0.417  0.132
H  0.346  2.022  -0.699  0.109
H  -0.031  -0.918  -2.099  0.194
H  1.396  -0.688  -1.131  0.171
H  -1.237  -3.344  -1.091  0.086
H  -2.303  -2.047  -0.705  0.091
H  -2.331  -0.214  -0.383  0.130
H  -0.284  1.963  2.582  -0.024

=====

Formula: C5H32N2O11
Source: the OMol25 dataset
Level of theory: wB97M-V/def2-TZVPD

Its energy relative to the best compared isomer or geometry (same formula, charge and spin) is 121.38 kcal per mole. Its largest force on an atom is 2.0 eV Å⁻¹. As for the HOMO energy: -8.559 eV. As for the HOMO-LUMO gap: 0.3128 Eh. As for the SMILES: C=N/C=C/CCN.O.O.O.O.O.O.O.O.O.O.O. Its total energy is -1146.75200 hartree. Its net charge is 0. The lowest unoccupied orbital energy is -0.05 eV.

Last column: Löwdin charge in e.
CARTESIAN COORDINATES (ANGSTROEM)
C  0.449  0.460  -3.140  -0.016
N  -0.616  0.322  -2.504  0.037
C  -0.817  0.243  -1.130  -0.188
C  -0.576  1.235  -0.264  -0.082
C  -0.691  0.874  1.204  -0.199
C  0.740  0.938  1.758  -0.273
N  0.668  1.013  3.227  0.000
H  1.445  0.611  -2.722  0.061
H  0.406  0.813  -4.169  0.089
H  -1.395  -0.636  -0.870  0.094
H  0.146  1.993  -0.542  0.097
H  -1.100  -0.105  1.438  0.081
H  -1.292  1.560  1.803  0.084
H  1.288  1.760  1.288  0.102
H  1.197  -0.040  1.596  0.091
H  1.597  1.149  3.598  0.064
H  0.078  1.775  3.541  0.076
O  -2.888  3.220  1.660  -0.049
H  -2.694  2.477  1.088  0.006
H  -2.717  4.038  1.195  0.015
O  0.443  -3.078  -4.377  -0.056
H  1.071  -3.187  -3.658  0.011
H  -0.357  -3.597  -4.279  0.036
O  2.651  -1.483  -2.366  -0.063
H  2.250  -0.603  -2.273  -0.022
H  3.474  -1.263  -1.904  0.053
O  2.344  -2.913  1.097  -0.047
H  3.097  -3.461  1.343  0.072
H  1.578  -3.363  1.478  0.055
O  1.320  -1.941  3.655  -0.067
H  1.575  -1.134  4.127  0.035
H  1.860  -1.874  2.852  0.001
O  3.227  0.713  -0.448  -0.042
H  3.633  1.585  -0.523  0.057
H  2.684  0.783  0.354  0.006
O  -3.597  1.162  -2.897  -0.071
H  -4.394  0.625  -2.998  0.038
H  -3.030  0.614  -2.342  -0.014
O  -0.682  4.555  -0.249  -0.051
H  -1.245  4.777  -0.998  0.049
H  -0.808  5.252  0.404  0.039
O  -1.362  -2.246  2.285  -0.054
H  -0.864  -2.425  1.480  0.018
H  -0.745  -1.894  2.946  0.020
O  0.485  -2.319  -0.839  -0.062
H  1.140  -2.184  -1.540  -0.006
H  0.893  -2.101  0.007  -0.008
O  -3.474  -0.905  0.262  -0.045
H  -2.866  -0.187  0.434  -0.009
H  -3.530  -1.608  0.911  0.037